[1]
100
Properties=species:S:1:pos:R:3:lowdin_spin:R:1 method="wB97M-V/def2-TZVPD" multiplicity=8 lumo_ev="2.2 / -0.7" de_lowest_kj_mol=101.80 s_squared=16.184 homo_ev="-4.117 / -4.270" total_charge=-1
Gd 0.3530 0.3895 -0.5186 5.3446
C -1.3710 1.5484 -3.7346 0.0061
C -1.6365 2.3546 -2.4874 0.0092
C -2.6307 1.9207 -1.5943 0.0060
C -2.9816 2.7230 -0.5104 0.0019
C -4.1321 2.2819 0.3498 0.0002
C -2.2039 3.8298 -0.1806 0.0008
C -1.1799 4.2584 -1.0343 0.0010
C -0.3579 5.4140 -0.6532 0.0000
C -0.9182 3.5344 -2.1910 0.0053
H -1.1360 0.5156 -3.4478 0.0034
H -0.5576 1.9381 -4.3694 0.0003
H -2.2819 1.5363 -4.3848 0.0002
H -3.1324 0.9600 -1.7367 0.0002
H -4.4450 1.2370 0.1252 0.0001
H -5.0636 2.8472 0.1734 0.0000
H -3.8819 2.3391 1.3886 0.0000
H -2.4507 4.3736 0.7104 0.0000
H 0.3431 5.1517 0.1628 0.0000
H -0.9754 6.2505 -0.2396 0.0000
H 0.2409 5.8117 -1.5044 0.0000
H -0.1175 3.8589 -2.8393 0.0003
C -2.4911 -2.4032 -1.0326 0.0001
Si -1.1656 -2.5097 -2.3627 0.0268
C -0.2146 -4.0401 -1.8680 0.0041
C -2.1163 -2.6180 -4.0245 0.0056
N -0.0078 -1.1634 -2.3527 0.2299
C 1.0339 -1.2098 -3.2070 0.0920
C 1.2220 -2.2848 -4.1247 0.0537
C 2.3605 -2.3708 -4.8903 0.0750
C 3.3790 -1.4205 -4.7333 0.0969
C 3.1581 -0.2519 -4.0112 0.0371
C 2.0346 -0.1070 -3.1513 0.0977
N 1.9032 0.8933 -2.2632 0.1908
Si 3.2156 2.1034 -2.2209 0.0229
C 2.8304 3.4256 -0.9257 0.0008
C 4.8528 1.1903 -1.8486 0.0035
C 3.1443 2.9459 -3.9177 0.0048
H -2.8190 -3.4478 -0.7533 -0.0001
H -3.3596 -1.8344 -1.4104 0.0001
H -2.1847 -1.9323 -0.0761 0.0003
H -0.8096 -4.7221 -1.2183 -0.0001
H 0.6587 -3.7295 -1.3165 -0.0002
H 0.1624 -4.6574 -2.6999 0.0009
H -2.3324 -3.6950 -4.2441 0.0005
H -1.5528 -2.1539 -4.8527 0.0002
H -3.0997 -2.0749 -3.9945 0.0000
H 0.4358 -3.0275 -4.2837 0.0002
H 2.4607 -3.1447 -5.6367 0.0033
H 4.3451 -1.5911 -5.2117 0.0048
H 3.9004 0.5492 -4.1047 -0.0009
H 3.4177 3.3469 0.0174 0.0001
H 1.7655 3.4048 -0.6001 0.0008
H 3.0803 4.4374 -1.3355 -0.0001
H 4.6302 0.1546 -1.5262 0.0001
H 5.4591 1.6737 -1.0735 -0.0001
H 5.4982 1.1024 -2.7146 0.0006
H 2.2972 2.5713 -4.5936 0.0002
H 4.0795 2.8074 -4.4996 0.0007
H 3.0193 4.0347 -3.7857 -0.0001
O 1.4160 1.6367 1.1190 0.0046
C 2.0320 1.4354 2.2164 0.0016
C 2.8386 2.5688 2.8727 0.0000
C 4.2993 2.2189 3.1336 0.0000
C 4.8289 0.7751 2.9622 -0.0001
C 4.1593 -0.2542 3.8807 -0.0012
C 2.6784 0.0126 4.0804 -0.0007
N 2.0044 0.2673 2.8232 -0.0004
H 2.3220 2.7935 3.8178 0.0000
H 2.7551 3.4348 2.2067 0.0000
H 4.6669 2.6292 4.0985 0.0000
H 4.8772 2.8135 2.4188 0.0000
H 5.9281 0.7933 3.1161 0.0000
H 4.6588 0.4137 1.9170 -0.0003
H 4.6183 -0.1854 4.8631 0.0000
H 4.3440 -1.2808 3.5106 -0.0014
H 2.5067 0.8105 4.7873 0.0000
H 2.2405 -0.8734 4.5621 0.0001
H 1.6154 -0.5745 2.3163 -0.0050
Se 1.9483 -1.5415 0.5424 -0.3317
F -4.7094 -0.9287 2.1143 -0.0079
C -4.2656 -1.9633 2.9043 -0.0168
C -4.9058 -3.2070 2.7736 0.0671
F -5.5018 -3.4043 1.5714 0.0144
C -4.8524 -4.1810 3.8187 0.0271
C -3.8898 -3.8874 4.8513 0.0559
C -3.0352 -2.7706 4.7900 0.0014
F -2.0542 -2.7489 5.7228 -0.0054
C -3.1356 -1.8169 3.7542 0.0791
C -2.0692 -0.8732 3.4893 0.0745
C -1.7015 -0.4203 2.2320 0.0202
N -1.3410 0.0122 1.1948 0.0485
C -1.2421 -0.3936 4.5020 0.0098
N -0.5691 0.0025 5.3928 0.0447
F -3.7391 -4.6630 5.9809 0.0128
C -5.7564 -5.3042 3.8013 0.2223
C -6.4598 -5.7011 2.6617 0.0186
N -7.0565 -6.1492 1.7362 0.1531
C -5.9585 -6.0576 4.9445 0.0191
N -6.1700 -6.7632 5.8834 0.1632

[2]
129
Properties=species:S:1:pos:R:3:lowdin_charge:R:1 method="wB97M-V/def2-TZVPD" multiplicity=1 lumo_ev=0.4 homo_ev=-8.432 smiles="CC(=O)OCCCCCCCC[C@](F)(O[C@@H](F)CNCCCF)P(O)O.CN(C)C=O.CN(C)C=O.CN(C)C=O.CN(C)C=O.CN(C)C=O.CN(C)C=O"
C 2.6780 -0.6748 1.9335 0.0320
C 2.9729 -0.3270 0.5136 -0.5639
O 2.2325 -0.4808 -0.3624 0.1535
O 4.2238 0.1723 0.2736 -0.0211
C 4.2004 1.5417 -0.1682 -0.1593
C 3.3598 2.4733 0.7037 -0.1685
C 4.0249 3.8486 0.8468 -0.2099
C 3.1057 4.8925 1.4725 -0.2056
C 2.9683 4.7006 2.9967 -0.1732
C 1.8148 3.7446 3.3531 -0.2099
C 0.5625 4.4599 3.8369 -0.1748
C -0.4405 3.5040 4.4872 -0.1428
C -1.2011 2.5927 3.5364 -0.5964
F -0.4047 2.1713 2.4614 0.0016
O -2.4374 3.0358 3.1109 -0.0275
C -2.4843 4.2925 2.5134 -0.3645
F -1.6740 4.4033 1.4202 0.0525
C -3.9516 4.5357 2.1036 -0.1508
N -4.3369 3.8578 0.8996 -0.0426
C -4.8122 2.4806 1.0937 -0.2069
C -3.8793 1.4667 0.4061 -0.1490
C -4.5508 0.1336 0.0527 -0.1928
F -5.8512 0.0391 0.5152 -0.0644
P -1.5755 1.0268 4.5318 0.9413
O -0.1075 0.4462 4.9914 -0.3401
O -2.3234 -0.0125 3.4777 -0.2763
H 3.4861 -1.3290 2.2727 0.1006
H 2.6964 0.2033 2.5805 0.0523
H 1.7265 -1.1829 2.0577 0.0886
H 5.2287 1.8955 -0.0952 0.1131
H 3.9047 1.5593 -1.2185 0.1270
H 2.3716 2.5672 0.2462 0.1254
H 3.2022 2.0609 1.7011 0.1023
H 4.9413 3.7672 1.4380 0.0920
H 4.3548 4.1311 -0.1603 0.1134
H 3.5065 5.8849 1.2516 0.1036
H 2.1396 4.8549 0.9584 0.1143
H 3.9294 4.3189 3.3434 0.1072
H 2.7896 5.7003 3.3967 0.1022
H 1.5922 3.2224 2.4260 0.0808
H 2.1654 2.9787 4.0469 0.0826
H 0.1618 5.0763 3.0329 0.1099
H 0.8739 5.1664 4.6143 0.1158
H -1.1921 4.1125 4.9954 0.1230
H 0.0644 2.9576 5.2822 0.1056
H -2.2147 5.1045 3.1940 0.1505
H -4.5420 4.2361 2.9665 0.1268
H -4.0538 5.6238 2.0383 0.1180
H -3.6367 3.9286 0.1758 0.1006
H -5.0053 2.2486 2.1378 0.1176
H -5.7703 2.3983 0.5740 0.1076
H -3.5887 1.9366 -0.5380 0.1078
H -2.9594 1.3369 0.9742 0.0911
H -3.9885 -0.6652 0.5411 0.1064
H -4.5229 -0.0776 -1.0137 0.1127
H 0.5607 0.4466 4.2747 0.0327
H -1.6506 -0.5792 3.0600 0.0568
C 7.9351 1.9518 2.1557 -0.3544
O 6.9834 2.4057 2.7637 0.0013
N 8.6260 2.6084 1.2042 -0.1981
C 9.7523 2.0081 0.5159 -0.0573
C 8.2261 3.9624 0.8590 -0.0339
H 8.3167 0.9331 2.3426 0.1337
H 10.6487 2.6080 0.6861 0.0893
H 9.5477 1.9663 -0.5558 0.0900
H 9.9274 0.9986 0.8820 0.0827
H 8.2873 4.5996 1.7423 0.0957
H 7.1934 3.9622 0.5072 0.0761
H 8.8757 4.3550 0.0806 0.0875
C 0.0221 -1.3073 -4.2289 -0.3582
O -0.3772 -1.3411 -5.3805 -0.0038
N -0.4476 -2.0724 -3.2281 -0.1969
C 0.0772 -1.9800 -1.8767 -0.0569
C -1.5117 -3.0171 -3.5177 -0.0421
H 0.8272 -0.6238 -3.9089 0.1346
H 0.4837 -2.9491 -1.5781 0.0938
H -0.7283 -1.7012 -1.1930 0.0883
H 0.8607 -1.2363 -1.8206 0.0459
H -1.1747 -3.7165 -4.2849 0.0867
H -2.3790 -2.4771 -3.9010 0.0877
H -1.7878 -3.5637 -2.6195 0.0870
C -7.3452 -3.5899 4.5462 -0.3643
O -7.0176 -4.6284 4.0053 0.0090
N -7.2526 -2.3656 3.9910 -0.2005
C -7.6617 -1.1678 4.6957 -0.0603
C -6.7249 -2.2433 2.6415 -0.0385
H -7.7579 -3.5695 5.5710 0.1293
H -8.4541 -0.6651 4.1367 0.0889
H -6.8099 -0.4912 4.7951 0.0882
H -8.0326 -1.4181 5.6879 0.0797
H -7.3453 -2.8186 1.9534 0.0971
H -5.7112 -2.6454 2.6097 0.0938
H -6.7129 -1.2013 2.3370 0.0665
C -4.6109 -5.9291 -5.5316 -0.3671
O -5.6090 -5.5149 -4.9676 -0.0020
N -3.8907 -5.2404 -6.4332 -0.1932
C -2.7036 -5.7967 -7.0707 -0.0678
C -4.3097 -3.8962 -6.7826 -0.0412
H -4.2075 -6.9387 -5.3380 0.1301
H -1.8426 -5.1682 -6.8397 0.0857
H -2.8506 -5.8245 -8.1422 0.0681
H -2.5150 -6.8055 -6.7112 0.0879
H -4.3163 -3.2764 -5.8846 0.0848
H -5.3229 -3.9296 -7.1868 0.0910
H -3.6342 -3.4671 -7.5186 0.0865
C 2.2413 0.3854 5.5234 -0.3114
O 2.2481 0.9895 4.4588 -0.0429
N 3.2236 0.4396 6.4295 -0.1704
C 3.1642 -0.2983 7.6772 -0.0416
C 4.3881 1.2689 6.1487 -0.0178
H 1.4042 -0.2661 5.8240 0.1338
H 3.2111 0.3980 8.5164 0.0925
H 4.0089 -0.9872 7.7353 0.0921
H 2.2384 -0.8665 7.7400 0.0903
H 4.0753 2.3039 6.0081 0.0938
H 4.8694 0.9296 5.2311 0.0967
H 5.0933 1.2099 6.9738 0.0888
C -0.3343 -5.5377 -9.6736 -0.3300
O -0.9672 -6.3446 -9.0164 -0.0125
N -0.3527 -5.4541 -11.0169 -0.1988
C 0.4251 -4.4657 -11.7386 -0.0574
C -1.1803 -6.3865 -11.7638 -0.0386
H 0.3227 -4.7872 -9.2014 0.1400
H -0.2419 -3.8287 -12.3231 0.0896
H 1.1221 -4.9680 -12.4126 0.0891
H 0.9886 -3.8450 -11.0450 0.0837
H -2.2222 -6.2772 -11.4608 0.0927
H -0.8663 -7.4088 -11.5492 0.0931
H -1.0890 -6.1933 -12.8298 0.0854

[3]
16
Properties=species:S:1:pos:R:3:lowdin_charge:R:1 method="wB97M-V/def2-TZVPD" multiplicity=1 lumo_ev=-3.5 de_lowest_kj_mol=316.11 homo_ev=-13.773 total_charge=+1 smiles="C/C=C/[C@@H]1C[NH2+]1"
C -0.6389 -0.1659 0.4053 0.0155
C -0.9971 1.0719 0.0802 -0.1702
C 1.7291 -0.7295 -0.7159 -0.0458
C 1.1229 -0.3605 0.6085 -0.1384
C -2.4126 1.4744 -0.1671 -0.0819
N 1.7201 -1.6656 0.4201 0.1102
H -1.0530 -1.0946 0.1548 0.0783
H -0.2472 1.8000 0.3949 0.1186
H 1.0410 -0.7482 -1.6399 0.1673
H 2.7739 -0.3546 -0.9645 0.1519
H 1.6587 0.3477 1.1538 0.1235
H -2.4658 1.3644 -1.2617 0.0877
H -3.1798 0.8607 0.2548 0.0736
H -2.6486 2.5877 -0.0023 0.1165
H 1.0586 -2.5849 0.4000 0.2673
H 2.5387 -1.8032 0.8790 0.1259

[4]
8
Properties=species:S:1:pos:R:3:lowdin_charge:R:1 method="wB97M-V/def2-TZVPD" multiplicity=1 lumo_ev="-1.4 / -1.4" de_lowest_kj_mol=364.08 homo_ev="-9.380 / -9.382"
N 1.5020 1.6870 0.7870 0.0204
N 0.1096 0.4273 -0.4367 0.0834
O 3.2581 0.1173 -1.0875 -0.4246
O 2.2249 -1.1687 0.6745 -0.4683
O 0.6378 1.7214 -0.0768 -0.1736
S 3.1725 -0.1357 0.3322 0.8507
H -0.3747 0.3540 -1.2669 0.0588
H 0.8470 -0.2598 -0.0460 0.0532